No. 1
A single C16H20N2O4S molecule in a non-equilibrium geometry. Source: the Open Molecules 2025 dataset; level of theory: wB97M-V/def2-TZVPD.

Last column: Mulliken charge in e.
Atoms and positions in Å:
O  7.34768  0.95953  1.04618  -0.5561
C  6.41038  1.33776  0.40003  0.4227
O  5.91519  2.57642  0.49454  -0.4425
H  6.40797  3.09511  1.15000  0.3411
C  5.62464  0.49981  -0.57961  -0.4801
C  4.37116  -0.04163  0.11446  -0.3257
H  4.66228  -0.63451  0.98400  0.2862
H  3.75682  0.79097  0.46198  0.3990
C  3.54437  -0.91440  -0.83774  -1.1919
N  2.35292  -1.40028  -0.19947  0.2299
C  1.19463  -0.69975  -0.02465  0.4923
C  0.83285  0.57101  -0.46368  -0.6986
C  -0.42830  1.02369  -0.14142  -0.6598
C  -1.29935  0.22763  0.60047  -0.3126
C  -0.96471  -1.02864  1.04445  -0.4775
C  0.30455  -1.51140  0.73248  0.7065
C  0.99930  -2.72124  1.00742  -1.3564
C  2.22824  -2.60619  0.43549  -0.1124
H  3.04018  -3.30848  0.42167  0.4110
H  0.62378  -3.55849  1.55953  0.4742
H  -1.67475  -1.59974  1.61936  0.4453
S  -2.93026  0.83944  0.99047  1.5109
O  -3.18549  0.67713  2.39259  -0.7926
O  -3.08676  2.15632  0.43019  -0.6919
N  -3.86904  -0.31443  0.17880  -0.0966
C  -3.95150  -0.03462  -1.24126  -0.6675
H  -4.07902  -0.98602  -1.76638  0.3977
H  -3.02078  0.42814  -1.56713  0.3038
C  -5.17689  0.87959  -1.43503  -0.5164
H  -4.85309  1.90951  -1.56860  0.2304
H  -5.75480  0.57610  -2.30688  0.3589
C  -5.97931  0.73519  -0.13025  -0.5329
H  -5.94222  1.66438  0.43643  0.2417
H  -7.02079  0.47323  -0.30861  0.4070
C  -5.24234  -0.36586  0.64568  -0.8306
H  -5.64279  -1.35631  0.40873  0.3547
H  -5.24838  -0.21877  1.72387  0.4282
H  -0.77065  2.00082  -0.44280  0.5325
H  1.51065  1.18746  -1.03402  0.3812
H  3.26264  -0.33414  -1.72141  0.3292
H  4.13870  -1.77206  -1.16428  0.3567
H  5.33903  1.12187  -1.42803  0.3593
H  6.25322  -0.32413  -0.91755  0.3420

Properties
HOMO, hartree: -0.3072
Max |F|, eV Å⁻¹: 1.2
LUMO level, hartree: 0.0185
SMILES: O=C(O)CCCn1ccc2cc(S(=O)(=O)N3CCCC3)ccc21

=====

No. 2
A 3-piece molecular cluster, C5H16NO2 overall in a non-equilibrium geometry. Source: the Open Molecules 2025 dataset; level of theory: wB97M-V/def2-TZVPD.

Last column: Löwdin spin population.
Atoms and positions in Å:
C  -0.43334  -1.26384  -0.53987  0.0459
C  0.89814  -0.59752  -0.22887  0.0965
N  0.66583  0.91501  -0.39899  0.1168
C  0.78583  1.64974  0.91658  0.1188
C  1.29829  0.58726  1.91030  0.0299
C  1.29365  -0.74650  1.22156  0.0258
H  -0.58660  -2.25539  -0.09557  0.0018
H  -0.45584  -1.55241  -1.59490  0.0181
H  -1.35239  -0.78986  -0.20296  0.0113
H  1.67155  -0.83739  -0.95755  0.0616
H  -0.31301  1.09579  -0.64897  0.0252
H  1.31426  1.29957  -1.14108  0.1977
H  1.49569  2.48357  0.91352  0.0475
H  -0.16828  2.10416  1.15502  0.0132
H  2.28367  0.87097  2.28323  0.0117
H  0.66438  0.63782  2.80219  0.0021
H  0.79525  -1.52255  1.80142  0.0005
H  2.30451  -1.19653  1.24369  0.0136
H  -1.28032  3.14978  -2.00977  0.0355
H  -1.31958  3.81491  -0.68390  0.0218
O  -0.96797  3.02683  -1.08164  0.1003
H  -2.51744  -3.97646  -1.87461  0.0006
H  -3.26958  -3.46225  -0.58920  0.0006
O  -2.41229  -3.54377  -1.00681  0.0033

Properties
HOMO (alpha / beta), hartree: -0.0967 / -0.4093
Max |F|, eV Å⁻¹: 2.5
Spin multiplicity: 2
LUMO level (alpha / beta), hartree: 0.0227 / 0.0189